{"formula": "CH6N3O3", "method": "wB97M-V/def2-TZVPD", "total_charge": 1, "homo_lumo_gap_ev": [8.84, 8.84], "relative_energy_kcal_mol": 51.2, "lumo_ha": [-0.175, -0.176], "elements": ["C", "N", "N", "N", "O", "O", "O", "H", "H", "H", "H", "H", "H"], "xyz": [[0.0179, -0.1893, 0.6243], [-0.7046, 0.3968, 1.6080], [-0.4105, 0.2815, -1.3654], [0.9499, -1.0790, 0.7814], [0.7109, 0.9462, -1.8220], [-1.4476, 1.1151, -1.2441], [1.5217, -1.9860, -0.0193], [-0.8459, 1.4486, 1.7105], [-0.5959, -0.0270, 2.4773], [1.3392, -1.2897, 1.7230], [0.4899, 1.6068, -2.5000], [-2.2716, 0.5647, -1.0578], [1.2465, -1.7886, -0.9160]], "nbo_charge": [0.478, -0.790, 0.237, -0.226, -0.532, -0.506, -0.453, 0.454, 0.401, 0.410, 0.510, 0.518, 0.499]}